# C2H6N2O

A structure of composition C2H6N2O in a non-equilibrium geometry (wB97M-V/def2-TZVPD, OMol25).

Its frontier orbital gap (alpha / beta) is 7.760 / 8.286 eV. The calculation puts the total energy at -264.33915 a.u. The calculation puts the lowest unoccupied orbital energy (alpha / beta) at 0.5991 / 0.5668 eV. The calculation puts the HOMO energy (alpha / beta) at -0.2632 / -0.2837 hartree.

Element x y z (Å)
C 0.59 -0.46 -0.37
C 0.20 0.72 0.25
O 2.20 0.30 0.32
N -1.73 -0.06 -0.37
N -2.13 -0.83 0.46
H 2.57 0.83 -0.40
H -3.15 -1.01 0.35
H 0.56 -1.39 0.19
H 0.70 -0.50 -1.44
H 0.17 1.65 -0.31
H 0.02 0.74 1.32

For each atom in turn, the Mulliken charge in e is: -0.247 -0.187 -0.643 -0.267 -0.211 0.292 0.237 0.278 0.241 0.253 0.253

# C29H50P2Pd

A structure of composition C29H50P2Pd in a non-equilibrium geometry (wB97M-V/def2-TZVPD, OMol25).

The spin multiplicity is 5. The net charge is +2. Its frontier orbital gap (alpha / beta) is 7.798 / 4.612 eV. The calculation puts the total energy at -1944.80169 a.u. The calculation puts the lowest unoccupied orbital energy (alpha / beta) at -4.6251 / -9.2047 eV. The calculation puts the HOMO energy (alpha / beta) at -0.4565 / -0.5078 hartree.

Element x y z (Å)
Pd 0.21 -1.01 0.85
C -0.71 -2.52 2.35
C 0.62 -2.89 1.91
C 0.83 -1.25 3.54
C -0.55 -1.55 3.39
C 1.56 -2.06 2.61
C -1.97 -3.20 1.98
H -1.91 -3.62 0.97
H -2.81 -2.50 2.02
H -2.22 -4.03 2.66
C -1.65 -0.85 4.10
H -2.61 -1.34 3.92
H -1.72 0.18 3.72
H -1.47 -0.80 5.18
C 1.39 -0.20 4.41
H 1.09 -0.34 5.46
H 1.00 0.78 4.09
H 2.48 -0.16 4.34
C 3.04 -2.14 2.51
H 3.45 -2.80 3.29
H 3.50 -1.15 2.66
H 3.35 -2.54 1.54
C 0.96 -4.06 1.04
H 1.13 -4.96 1.64
H 1.88 -3.87 0.48
H 0.15 -4.28 0.34
C -1.41 0.58 -4.44
C -1.55 -0.75 -4.62
C -0.82 -1.58 -5.63
C 0.65 -1.11 -5.89
C 1.41 -0.68 -4.67
C 1.52 0.60 -4.27
C 0.81 1.76 -4.90
C -0.63 1.45 -5.38
H -1.38 -1.53 -6.58
H 0.65 -0.32 -6.67
H -0.78 -2.65 -5.33
H -0.62 1.04 -6.41
H -2.04 1.12 -3.72
H -2.43 -1.25 -4.20
H -1.18 2.41 -5.45
H 0.74 2.62 -4.19
H 2.33 0.89 -3.59
H 1.41 2.11 -5.77
H 1.18 -1.97 -6.32
H 2.01 -1.48 -4.22
P -1.12 -0.16 -0.78
C -2.58 0.77 -0.41
C -1.38 -1.71 -1.66
P 1.58 0.31 -0.45
C 0.20 0.81 -1.57
C 2.67 -0.83 -1.31
C 2.42 1.74 0.22
H -2.38 1.39 0.48
H -3.41 0.08 -0.19
H -2.83 1.40 -1.28
H -1.40 -1.51 -2.73
H -2.33 -2.15 -1.34
H -0.57 -2.42 -1.45
H 2.61 2.46 -0.59
H 3.38 1.43 0.67
H 1.79 2.19 1.00
H -0.01 1.89 -1.50
H 0.33 0.51 -2.61
H 3.63 -0.86 -0.78
H 2.82 -0.54 -2.35
H 2.24 -1.84 -1.27
C -0.43 2.89 4.72
C -0.90 3.06 3.26
C -2.42 3.25 3.30
C -0.27 4.36 2.74
C -0.52 1.87 2.41
C -0.27 0.96 1.64
H -0.75 3.75 5.33
H 0.67 2.84 4.78
H -0.86 1.99 5.18
H -2.69 4.12 3.91
H -2.81 3.42 2.29
H -2.92 2.37 3.74
H 0.82 4.31 2.77
H -0.61 4.57 1.72
H -0.58 5.21 3.37

For each atom in turn, the Mulliken charge in e is: -0.700 1.330 -0.531 0.977 0.863 1.122 -1.848 0.320 0.465 0.341 -1.351 0.453 0.040 0.391 -1.021 0.385 -0.153 0.423 -1.857 0.344 0.445 0.343 -1.487 0.380 0.348 0.307 -0.015 -0.569 -0.843 -1.030 0.093 -0.872 -0.835 -1.143 0.322 0.259 0.339 0.325 0.475 0.830 0.446 0.320 0.968 0.420 0.454 0.407 0.999 -0.963 -0.062 1.260 1.098 -1.059 -1.108 0.063 0.414 0.392 -0.727 0.498 0.109 0.471 0.410 0.133 0.696 -1.995 0.464 0.331 0.223 -1.687 2.277 -1.576 -1.798 -0.162 -0.847 0.484 0.405 0.249 0.460 0.351 0.309 0.389 0.382 0.436

# C38H29BrFeN6O6

A structure of composition C38H29BrFeN6O6 (wB97M-V/def2-TZVPD, OMol25).

The spin multiplicity is 5. The net charge is -2. Its frontier orbital gap (alpha / beta) is 5.264 / 5.867 eV. The calculation puts the total energy at -6083.24626 a.u. The calculation puts the lowest unoccupied orbital energy (alpha / beta) at 3.8482 / 3.8145 eV. The calculation puts the HOMO energy (alpha / beta) at -0.0520 / -0.0754 hartree.

Element x y z (Å)
Fe -0.31 0.52 1.76
O 0.75 1.99 0.83
C 0.52 3.24 0.84
C 1.41 4.13 0.16
C 1.19 5.49 0.10
C 0.08 6.08 0.72
C -0.78 5.26 1.42
C -0.60 3.87 1.50
C -1.53 3.11 2.31
N -1.55 1.85 2.44
C -2.46 1.24 3.40
C -1.61 0.39 4.34
N -0.72 -0.42 3.51
C -0.07 -1.38 4.00
C 0.94 -2.15 3.31
C 1.54 -3.20 4.02
C 2.52 -4.00 3.49
C 2.94 -3.73 2.17
C 2.39 -2.70 1.45
C 1.38 -1.85 1.98
O 0.93 -0.89 1.26
H 2.28 3.68 -0.31
H 1.90 6.11 -0.44
H -0.09 7.15 0.67
H -1.64 5.68 1.93
H -2.25 3.70 2.88
H -3.13 0.58 2.85
H -3.04 1.98 3.95
H -2.25 -0.22 4.98
H -0.98 1.04 4.95
H -0.25 -1.66 5.05
H 1.20 -3.38 5.04
H 2.97 -4.80 4.07
H 3.72 -4.34 1.72
H 2.72 -2.48 0.44
C 1.25 -3.09 -7.45
O 0.34 -3.82 -6.64
C -0.77 -3.15 -6.23
C -1.36 -2.14 -6.98
C -2.50 -1.50 -6.50
C -3.06 -1.85 -5.27
C -2.47 -2.90 -4.54
C -1.33 -3.53 -5.02
N -4.16 -1.11 -4.84
N -4.61 -1.47 -3.65
C -4.04 -1.22 -2.47
C -4.58 -1.86 -1.32
C -4.00 -1.75 -0.07
C -2.82 -0.98 0.16
O -2.25 -0.91 1.27
C -2.30 -0.24 -0.99
N -1.21 0.52 -0.74
C -0.71 1.24 -1.72
C -1.29 1.28 -3.00
C -2.38 0.50 -3.27
C -2.91 -0.32 -2.26
H 2.19 -3.63 -7.43
H 1.40 -2.08 -7.05
H 0.91 -3.02 -8.48
H -0.94 -1.84 -7.93
H -2.97 -0.71 -7.06
H -2.90 -3.19 -3.59
H -0.86 -4.33 -4.45
H -5.46 -2.48 -1.46
H -4.43 -2.27 0.78
H 0.18 1.81 -1.49
H -0.86 1.93 -3.76
H -2.84 0.51 -4.25
Br 7.51 1.93 4.57
C 5.87 1.59 3.65
C 5.89 1.41 2.28
N 4.78 1.16 1.59
C 3.61 1.10 2.26
C 3.52 1.27 3.65
C 4.68 1.51 4.36
C 2.19 1.25 4.39
O 2.25 0.97 5.61
O 1.17 1.50 3.69
H 6.82 1.48 1.73
H 2.72 0.92 1.68
H 4.63 1.62 5.43

For each atom in turn, the Mulliken charge in e is: 1.188 -0.452 0.137 -0.447 -0.388 -0.719 -0.593 0.440 -0.279 0.643 -0.947 -0.931 0.523 -0.804 0.859 -0.715 -0.745 -0.332 -0.718 0.332 -0.434 0.467 0.359 0.361 0.294 0.054 0.158 0.541 0.558 0.235 0.169 0.292 0.354 0.364 0.383 -0.876 -0.454 0.732 -0.126 -0.346 0.149 -0.357 -0.763 -0.951 -0.441 -0.122 -0.499 -0.836 0.543 -0.465 0.535 0.020 -0.269 -1.317 -0.499 0.414 0.258 0.391 0.288 0.272 0.425 0.369 0.401 0.346 0.406 0.589 0.424 0.684 -0.278 0.200 -0.457 -0.612 -0.408 0.746 -0.691 -0.071 -0.841 -0.455 0.369 0.840 0.527

# C4H8

The molecule C4H8 in a non-equilibrium geometry (wB97M-V/def2-TZVPD, OMol25).

Its frontier orbital gap is 10.991 eV. The calculation puts the total energy at -157.17077 a.u. The calculation puts the lowest unoccupied orbital energy at 1.2872 eV. The calculation puts the HOMO energy at -0.3566 hartree.

Element x y z (Å)
C -1.98 0.03 -0.19
C -0.81 -0.31 0.31
C 0.41 0.55 0.32
C 1.53 -0.24 -0.23
H -2.15 0.95 -0.70
H -2.77 -0.70 -0.18
H -0.63 -1.27 0.82
H 0.63 0.85 1.34
H 0.22 1.47 -0.25
H 1.29 -0.54 -1.23
H 1.82 -1.14 0.41
H 2.46 0.35 -0.41

For each atom in turn, the Mulliken charge in e is: -0.752 -0.059 -0.282 -1.123 0.267 0.255 0.239 0.233 0.289 0.354 0.280 0.299

# H42O21

A cluster of 21 separate species, H42O21 in total in a non-equilibrium geometry (wB97M-V/def2-TZVPD, OMol25).

Its frontier orbital gap is 9.916 eV. The calculation puts the total energy at -1605.15613 a.u. The calculation puts the lowest unoccupied orbital energy at -0.4700 eV. The calculation puts the HOMO energy at -0.3817 hartree.

Element x y z (Å)
O 1.54 -4.06 3.00
H 0.71 -4.38 2.61
H 1.32 -3.86 3.92
O 1.44 -0.01 -0.11
H 2.35 -0.22 0.06
H 1.40 -0.51 -0.96
O 3.53 -1.79 1.69
H 2.84 -2.31 2.04
H 4.12 -1.88 2.46
O -0.79 1.35 -2.07
H -1.19 0.78 -2.74
H 0.12 1.05 -2.11
O -1.86 -2.76 -3.44
H -2.75 -3.08 -3.27
H -1.30 -3.01 -2.70
O 0.23 4.30 -3.15
H -0.01 3.78 -2.38
H 1.08 3.93 -3.33
O 4.49 2.72 -0.16
H 4.94 2.13 0.48
H 3.63 2.27 -0.21
O -2.25 -3.56 -1.05
H -2.43 -2.89 -0.39
H -2.88 -4.27 -0.81
O -5.09 0.18 -0.81
H -4.89 0.03 0.10
H -4.41 0.79 -1.15
O -2.62 -0.07 -3.68
H -2.73 -0.69 -2.91
H -1.98 -0.48 -4.27
O -1.01 4.30 2.64
H -1.10 3.38 2.26
H -0.70 4.23 3.54
O 1.69 -1.56 4.10
H 1.62 -0.70 4.51
H 1.91 -1.56 3.17
O -0.06 -1.82 -1.19
H -0.17 -1.79 -2.16
H 0.10 -2.80 -1.11
O 3.06 2.47 -3.53
H 3.40 3.23 -3.06
H 3.54 1.77 -3.08
O -0.35 1.50 2.86
H -0.73 0.73 2.41
H 0.63 1.43 2.95
O 1.99 -1.82 -3.79
H 2.20 -1.40 -4.63
H 2.16 -2.72 -4.09
O -1.74 1.83 0.29
H -1.39 0.90 0.21
H -1.94 2.01 -0.68
O -3.76 1.22 1.53
H -3.81 1.85 2.27
H -2.78 1.49 1.10
O -0.36 -3.03 1.16
H 0.57 -2.90 1.37
H -0.60 -2.13 0.91
O -2.00 -0.46 2.35
H -2.85 0.05 2.12
H -1.96 -0.51 3.30
O 2.47 3.37 2.83
H 2.01 2.65 2.38
H 3.39 3.33 2.42

For each atom in turn, the Mulliken charge in e is: -0.629 0.310 0.337 -0.415 0.170 0.238 -0.613 0.279 0.300 -0.513 0.346 0.178 -0.645 0.320 0.298 -0.628 0.294 0.312 -0.637 0.326 0.304 -0.540 0.281 0.260 -0.640 0.351 0.297 -0.708 0.377 0.323 -0.646 0.359 0.286 -0.551 0.264 0.241 -0.455 0.157 0.357 -0.607 0.326 0.286 -0.493 0.351 0.143 -0.559 0.296 0.293 -0.524 0.307 0.301 -0.883 0.306 0.470 -0.629 0.477 0.153 -0.632 0.389 0.252 -0.586 0.281 0.337

# C24H46BF18Mg2N3O21S6

A structure of composition C24H46BF18Mg2N3O21S6 in a non-equilibrium geometry (wB97M-V/def2-TZVPD, OMol25).

Its frontier orbital gap is 9.304 eV. The calculation puts the total energy at -7297.88455 a.u. The calculation puts the lowest unoccupied orbital energy at -0.1339 eV. The calculation puts the HOMO energy at -0.3468 hartree.

Element x y z (Å)
Mg -13.96 10.56 9.59
Mg -15.00 8.42 6.02
C -11.52 13.54 7.94
F -11.37 12.94 6.77
F -10.68 12.85 8.74
F -11.26 14.86 7.82
S -13.32 13.42 8.55
O -13.77 14.78 8.92
O -14.01 12.76 7.47
N -13.27 12.25 9.91
S -13.01 13.29 11.10
O -11.96 14.28 10.84
O -14.26 13.84 11.60
C -12.33 12.13 12.54
F -13.43 11.56 13.14
F -11.44 11.29 11.97
F -11.73 12.93 13.42
C -18.60 7.94 9.05
F -18.09 8.95 9.67
F -19.40 7.33 9.88
F -19.34 8.43 8.02
S -17.16 6.76 8.30
O -17.88 5.63 7.78
O -16.28 7.51 7.39
N -16.12 6.48 9.65
S -16.47 5.05 10.11
O -17.85 4.92 10.57
O -16.17 3.94 9.22
C -15.39 4.83 11.72
F -14.16 5.30 11.51
F -15.94 5.49 12.68
F -15.28 3.54 11.95
C -11.35 7.51 3.78
F -10.15 7.86 3.34
F -12.17 7.38 2.75
F -11.40 6.34 4.41
S -11.97 9.05 4.86
O -11.60 8.77 6.25
O -11.22 10.15 4.28
N -13.82 9.03 4.66
S -14.03 9.97 3.38
O -13.03 10.01 2.31
O -15.36 9.68 2.88
C -14.19 11.82 4.02
F -15.17 11.87 4.96
F -13.04 12.22 4.52
F -14.46 12.64 2.99
B -14.36 9.57 7.72
H -15.06 9.95 7.00
H -14.88 9.40 8.65
H -13.96 8.61 7.41
H -13.52 10.24 7.84
C -7.93 9.68 6.53
O -7.40 10.98 6.65
C -8.32 11.99 6.96
C -7.67 13.36 7.15
O -7.36 14.04 5.89
C -6.54 13.41 4.95
C -5.15 13.15 5.53
O -4.65 14.35 6.15
C -3.60 14.11 7.03
H -8.60 9.70 5.67
H -8.34 9.53 7.53
H -7.14 8.96 6.32
H -8.83 11.65 7.87
H -9.07 11.98 6.17
H -6.72 13.18 7.66
H -8.19 14.02 7.84
H -6.34 14.03 4.07
H -6.91 12.46 4.57
H -4.43 12.74 4.83
H -5.26 12.41 6.33
H -3.90 13.86 8.05
H -3.05 15.04 7.22
H -2.81 13.47 6.64
C -11.05 9.62 8.93
O -12.25 9.53 9.72
C -12.11 8.56 10.77
C -13.52 8.42 11.50
O -14.17 9.67 11.34
C -15.50 9.50 11.76
C -16.11 10.82 11.33
O -15.77 11.16 9.95
C -16.57 12.29 9.40
H -10.75 8.63 8.57
H -10.19 10.06 9.44
H -11.18 10.30 8.09
H -11.32 8.87 11.46
H -11.70 7.56 10.59
H -13.41 8.08 12.53
H -13.95 7.59 10.93
H -15.70 9.35 12.82
H -15.89 8.60 11.28
H -15.81 11.70 11.90
H -17.18 10.82 11.53
H -17.63 12.02 9.43
H -16.27 12.60 8.40
H -16.55 13.15 10.07
C -17.69 10.72 6.23
O -17.27 9.41 5.91
C -18.04 8.97 4.83
C -17.57 7.53 4.63
O -16.14 7.42 4.79
C -15.57 6.25 4.30
C -14.69 5.56 5.43
O -14.03 6.63 6.14
C -13.18 6.11 7.23
H -17.14 11.08 7.10
H -18.73 10.73 6.57
H -17.49 11.48 5.47
H -17.75 9.59 3.98
H -19.12 9.08 4.93
H -17.86 7.24 3.62
H -18.07 6.90 5.37
H -15.03 6.47 3.37
H -16.34 5.52 4.07
H -14.05 4.81 4.97
H -15.44 5.06 6.04
H -13.72 5.50 7.95
H -12.64 6.91 7.74
H -12.42 5.53 6.71

Atom charges from the Mulliken analysis, given in e for atoms 1 to 99: 1.799 1.825 0.668 -0.159 -0.200 -0.227 0.254 -0.551 -0.373 0.537 0.675 -0.581 -0.688 0.636 -0.241 -0.192 -0.233 0.356 -0.191 -0.207 -0.255 0.634 -0.683 -1.284 0.209 0.810 -0.674 -0.661 0.642 -0.231 -0.212 -0.209 0.696 -0.165 -0.209 -0.187 -0.115 -0.073 -0.385 -0.947 0.805 -0.552 -0.690 0.765 -0.139 -0.265 -0.254 3.215 -0.695 -0.355 -1.056 -0.773 -0.419 -0.422 0.190 -0.653 -0.497 -0.510 -0.469 -0.351 -0.752 0.193 0.121 0.312 -0.075 0.342 0.265 0.467 0.468 0.161 0.491 0.300 0.274 0.274 0.321 -1.857 0.828 -1.382 -0.141 -0.805 -0.303 -1.267 1.340 -1.584 0.745 0.509 0.041 0.378 0.673 0.520 -0.393 0.462 -0.158 0.696 0.586 0.455 0.338 0.333 -1.372

# C37H52GeN8PSSeSi3Zn

A structure of composition C37H52GeN8PSSeSi3Zn (wB97M-V/def2-TZVPD, OMol25).

The spin multiplicity is 2. The net charge is +2. Its frontier orbital gap (alpha / beta) is 6.982 / 6.529 eV. The calculation puts the total energy at -9744.55648 a.u. The calculation puts the lowest unoccupied orbital energy (alpha / beta) at -5.3541 / -6.6528 eV. The calculation puts the HOMO energy (alpha / beta) at -0.4533 / -0.4844 hartree.

Element x y z (Å)
Zn -0.29 -0.10 0.26
Se -6.39 3.96 2.90
N -5.05 4.38 1.81
C -4.33 3.30 1.66
C -3.12 3.25 0.84
C -2.63 4.36 0.16
C -1.46 4.23 -0.55
C -0.81 3.00 -0.57
N -1.28 1.93 0.06
C -2.41 2.05 0.76
C -2.86 0.87 1.50
N -2.10 -0.24 1.42
C -2.44 -1.31 2.11
C -3.55 -1.36 2.94
C -4.35 -0.24 3.03
C -4.01 0.90 2.30
C -4.77 2.14 2.37
N -5.85 2.28 3.10
H -3.17 5.29 0.21
H -1.03 5.07 -1.09
H 0.11 2.87 -1.12
H -1.81 -2.18 1.98
H -3.78 -2.26 3.49
H -5.24 -0.22 3.65
C 5.75 -1.11 -0.36
C 4.65 -0.50 -1.15
N 4.77 0.12 -2.27
N 3.50 0.50 -2.59
C 2.59 0.13 -1.68
S 0.93 0.47 -1.79
N 3.32 -0.52 -0.75
N 2.79 -1.12 0.38
H 6.66 -1.07 -0.94
H 5.52 -2.16 -0.12
H 5.90 -0.57 0.58
H 3.32 1.01 -3.44
H 3.31 -0.79 1.19
H 2.87 -2.13 0.31
C -1.11 -4.37 2.44
Si -0.02 -4.34 0.91
C 1.76 -4.19 1.49
C -0.27 -5.98 0.06
Ge -0.47 -2.64 -0.81
Si 0.81 -3.44 -2.76
C 2.63 -3.62 -2.30
C 0.64 -2.27 -4.21
C 0.28 -5.12 -3.38
Si -2.67 -2.19 -1.81
C -2.93 -3.58 -3.03
C -2.50 -0.53 -2.65
C -4.14 -2.17 -0.66
H -0.84 -5.26 3.00
H -2.16 -4.46 2.18
H -0.98 -3.52 3.12
H 2.00 -5.05 2.13
H 1.92 -3.29 2.09
H 2.46 -4.21 0.66
H -0.20 -6.78 0.81
H 0.49 -6.17 -0.69
H -1.25 -6.05 -0.41
H 3.08 -2.70 -1.93
H 3.18 -3.92 -3.20
H 2.78 -4.41 -1.56
H 0.70 -1.22 -3.94
H -0.31 -2.43 -4.72
H 1.43 -2.49 -4.94
H 0.28 -5.91 -2.63
H 1.00 -5.40 -4.15
H -0.70 -5.11 -3.85
H -2.25 -3.50 -3.88
H -3.95 -3.52 -3.41
H -2.79 -4.56 -2.57
H -1.72 -0.54 -3.41
H -2.25 0.26 -1.92
H -3.44 -0.24 -3.12
H -4.17 -3.03 0.01
H -5.04 -2.21 -1.29
H -4.21 -1.26 -0.07
C 1.19 -0.72 3.45
P 0.82 0.72 2.36
C 2.36 1.67 2.31
C 3.09 1.91 3.48
C 4.28 2.61 3.41
C 4.75 3.08 2.19
C 4.03 2.86 1.03
C 2.83 2.15 1.09
C -0.28 1.75 3.37
C -1.12 1.20 4.34
C -2.01 2.01 5.03
C -2.08 3.37 4.76
C -1.24 3.92 3.80
C -0.34 3.12 3.11
H 0.42 -1.48 3.34
H 1.25 -0.42 4.49
H 2.14 -1.15 3.16
H 2.71 1.58 4.44
H 4.84 2.81 4.32
H 5.69 3.62 2.15
H 4.38 3.24 0.08
H 2.24 2.00 0.20
H -1.08 0.14 4.56
H -2.65 1.58 5.79
H -2.76 4.00 5.30
H -1.27 4.99 3.60
H 0.32 3.56 2.37

Atom charges from the Mulliken analysis, given in e for atoms 1 to 99: 0.922 0.303 -0.911 0.943 0.973 -1.005 -1.139 -0.528 0.926 -1.491 -0.630 1.752 0.010 -1.124 -0.793 0.935 0.890 -0.880 0.581 0.521 0.412 -1.045 0.583 0.613 -1.488 1.127 -0.935 0.373 -0.067 -0.596 0.683 -0.658 0.393 0.317 0.319 0.189 0.335 -0.103 -1.234 0.697 -0.800 -1.195 0.243 0.581 -0.845 -1.067 -1.106 0.257 -1.140 -0.525 -0.817 0.524 0.286 0.431 0.511 -0.010 0.190 0.456 0.220 0.345 -0.091 0.510 0.327 0.226 0.354 0.473 0.293 0.365 0.326 0.229 0.496 0.316 0.214 -0.246 0.498 0.317 0.527 0.020 -1.462 1.396 -0.007 -0.625 -0.786 -0.732 -0.662 0.353 0.357 -0.537 -0.855 -0.459 -0.891 -0.420 0.105 0.592 0.531 0.402 0.467 0.442 0.499